Record 1
Molecular formula: C22H47N4O8P
Method: DFT, the ωB97M-V functional and the def2-TZVPD basis

```
82
Properties=species:S:1:pos:R:3:forces:R:3:lowdin_charge:R:1
C 2.289979 1.709214 -2.618293 1.10 0.44 -0.37 -0.17
C 1.980715 0.176319 -2.912679 -0.42 1.66 -0.21 -0.40
P 0.848625 -0.716588 -1.728966 0.58 -2.39 -0.32 1.05
C 1.489984 -0.830853 0.024409 -0.44 1.39 0.99 -0.39
C 1.879720 0.533516 0.748030 1.02 -0.64 0.30 -0.17
C -0.959149 -0.201757 -1.860641 -1.24 -0.01 -0.51 -0.48
C -1.369939 1.274536 -2.237866 -0.36 -0.01 0.52 -0.13
C -1.061996 2.373686 -1.142867 -0.77 0.19 -0.22 -0.16
C -1.480243 1.996903 0.330211 0.86 0.47 0.08 -0.24
O -2.870773 1.616790 0.479825 0.09 0.40 -0.78 -0.10
C -1.890810 -1.010407 -0.849195 0.21 0.96 0.00 -0.12
O -1.829128 -2.362753 -1.401376 -0.99 0.77 -1.17 -0.04
C -2.060638 -2.140973 -2.789747 0.74 0.84 0.89 -0.46
O -2.724307 -2.813392 -3.542066 1.78 1.36 1.56 0.15
O -1.386360 -0.938167 -3.076380 -1.26 -1.40 -0.69 -0.06
H 1.807315 2.427535 -3.354609 0.36 -1.02 0.85 0.08
H 3.406911 1.854135 -2.768386 -1.39 -0.01 0.26 0.06
H 2.044562 2.059236 -1.579806 0.16 -0.56 -0.99 0.03
H 1.481166 0.135344 -3.932877 0.49 -0.25 1.31 0.07
H 2.953558 -0.385611 -3.035193 -1.30 0.42 0.43 0.07
H 2.378383 -1.520532 0.030740 -0.91 0.64 -0.23 0.07
H 0.694847 -1.332193 0.666263 0.79 0.44 -1.05 0.07
H 1.258747 1.421304 0.455549 0.49 -1.02 0.36 0.04
H 1.832848 0.360032 1.870609 0.03 0.48 -1.30 0.08
H 2.962227 0.760381 0.480483 -1.32 -0.04 0.37 0.07
H -0.874071 1.562078 -3.209847 -0.39 -0.42 1.03 0.12
H -2.487391 1.252379 -2.462885 1.28 -0.01 0.30 0.12
H 0.010915 2.719949 -1.207719 -1.11 -0.56 0.33 0.10
H -1.685807 3.287921 -1.424324 0.79 -0.96 0.26 0.11
H -1.296729 2.919428 0.983960 -0.08 -1.37 -0.73 0.11
H -0.877165 1.117267 0.720545 -0.67 1.14 -0.40 0.10
H -3.383541 1.849308 -0.317870 0.54 -0.17 0.42 0.08
H -1.580818 -0.899467 0.232595 -0.31 -0.69 -1.30 0.11
H -2.980619 -0.705723 -0.946469 1.37 0.11 0.18 0.15
C 3.243470 -0.488808 -6.676365 -0.14 0.00 0.06 0.00
C 4.257439 0.328180 -5.918093 0.16 0.26 0.32 -0.52
O 3.993898 0.864323 -4.849238 0.14 -0.12 -0.40 0.01
N 5.498514 0.459253 -6.459071 -0.40 -0.10 0.08 0.00
C 5.999962 -0.092731 -7.700825 0.32 0.27 0.28 -0.08
H 2.305905 -0.501810 -6.121740 0.16 0.05 0.01 0.07
H 3.058678 -0.045674 -7.656523 0.04 -0.16 -0.05 0.09
H 3.593272 -1.516688 -6.786725 -0.04 0.04 -0.16 0.09
H 6.123448 1.018727 -5.896941 -0.04 -0.05 -0.07 0.14
H 6.857943 -0.729630 -7.476210 -0.03 -0.09 -0.25 0.08
H 6.327453 0.730163 -8.339396 0.01 -0.18 -0.19 0.08
H 5.245898 -0.675792 -8.223316 0.01 0.07 0.11 0.07
C -2.020606 -3.336067 1.759200 0.03 0.01 -0.01 0.00
C -1.981237 -2.516238 3.020282 0.08 0.32 0.28 -0.55
O -1.511685 -1.383019 3.042532 0.07 -0.10 -0.15 0.01
N -2.485491 -3.067850 4.154343 0.16 0.13 -0.45 0.01
C -3.076493 -4.379210 4.333362 0.02 0.16 0.52 -0.07
H -1.587988 -2.762456 0.945062 0.00 -0.15 0.20 0.04
H -1.439342 -4.251206 1.885348 -0.17 -0.08 -0.05 0.09
H -3.053028 -3.574911 1.497929 0.08 -0.18 -0.03 0.10
H -2.423986 -2.458310 4.956495 -0.05 -0.06 -0.07 0.13
H -4.097708 -4.250120 4.698709 -0.05 -0.23 -0.09 0.08
H -2.494784 -4.916880 5.084674 -0.10 -0.20 -0.10 0.06
H -3.093291 -4.952314 3.409741 0.04 0.15 0.02 0.08
C 1.970038 -5.319579 6.124534 0.03 -0.16 -0.02 -0.01
C 0.620576 -4.684666 6.337827 -0.46 0.04 0.03 -0.55
O -0.412315 -5.342099 6.353850 0.15 0.03 -0.04 0.02
N 0.575259 -3.337200 6.515068 0.16 -0.45 -0.04 0.01
C 1.675016 -2.394494 6.527860 -0.45 0.23 0.04 -0.07
H 1.844069 -6.394316 5.998706 -0.12 0.15 0.03 0.08
H 2.437464 -4.918521 5.223467 0.12 0.04 0.12 0.09
H 2.610229 -5.145794 6.991212 0.10 0.07 -0.13 0.08
H -0.359712 -2.982550 6.651830 0.11 0.01 -0.03 0.13
H 1.682572 -1.883044 7.492556 0.24 0.08 -0.07 0.08
H 1.510165 -1.658801 5.738123 0.23 0.06 0.04 0.09
H 2.633754 -2.882394 6.371479 -0.13 -0.04 0.01 0.07
C -2.757330 7.131565 1.523812 0.08 0.10 0.10 -0.01
C -2.573737 5.645466 1.355692 0.26 -0.42 0.17 -0.54
O -1.731597 5.017644 1.984162 -0.11 0.26 -0.09 0.03
N -3.381608 5.001533 0.471114 0.20 0.28 0.14 0.01
C -4.428438 5.556171 -0.361339 0.11 -0.51 0.01 -0.07
H -2.043520 7.499316 2.259976 -0.04 -0.17 -0.07 0.08
H -2.573149 7.644051 0.577816 -0.16 0.06 0.03 0.08
H -3.765409 7.349418 1.881102 0.00 0.10 -0.14 0.08
H -3.199443 4.008550 0.414846 -0.12 0.03 0.12 0.10
H -5.368901 5.059570 -0.113137 -0.12 0.19 -0.14 0.08
H -4.186060 5.352022 -1.406701 -0.19 0.18 -0.07 0.08
H -4.539183 6.628376 -0.220245 0.07 -0.09 0.04 0.07
```
Positions in Å, forces in eV/Å.

As for the charge: 0. As for the orbital gap: 7.74 eV. As for the SMILES: CCP(CC)[C@]1(CCCO)COC(=O)O1.CNC(C)=O.CNC(C)=O.CNC(C)=O.CNC(C)=O.

=====

Record 2
Molecular formula: C22H47NO2P2Pb
Method: DFT, the ωB97M-V functional and the def2-TZVPD basis

```
75
Properties=species:S:1:pos:R:3:forces:R:3:lowdin_charge:R:1
Pb 0.171339 0.053224 0.197601 -0.83 0.49 0.92 1.16
C -0.890281 -2.342220 0.321941 -0.98 -3.86 1.13 -0.05
O -1.207767 -3.401286 0.606336 0.88 3.22 -0.96 0.21
C 1.120149 2.498140 -0.321398 1.27 2.23 1.70 -0.05
O 1.582837 3.362742 0.252485 -1.00 -1.80 -1.55 0.19
P 2.356130 -0.962532 -0.913520 2.35 -0.81 -1.02 1.05
C 2.136116 -1.027223 -2.748025 -0.89 0.27 -0.07 -0.51
H 3.082729 -1.389452 -3.165745 0.24 -0.02 0.53 0.13
C 3.729298 0.241573 -0.541415 -0.60 0.70 0.66 -0.51
H 3.319851 1.213349 -0.873028 0.06 -0.30 -0.07 0.08
C 2.596236 -2.694330 -0.284938 -1.04 -0.12 0.71 -0.51
H 1.699786 -3.240057 -0.626392 0.11 0.28 -0.06 0.10
C -3.519459 -0.254440 1.700143 0.91 -1.03 0.21 -0.51
P -2.485151 0.818898 0.569692 -1.75 0.81 -1.11 1.12
H -3.773236 1.362441 -1.342601 -0.03 0.13 0.14 0.13
H -3.627533 -1.222714 1.188105 0.19 0.30 -0.12 0.11
C -2.761600 2.639562 0.981790 0.95 0.22 0.16 -0.48
H -3.846113 2.756953 1.080962 -0.15 -0.59 -0.19 0.14
C 4.040617 0.361132 0.956432 0.12 -0.11 0.12 -0.08
H 4.725878 1.205712 1.116048 -0.19 -0.23 -0.11 0.12
H 4.537291 -0.539490 1.338101 -0.10 0.29 -0.09 0.09
H 3.142404 0.546772 1.560240 0.11 -0.03 -0.01 0.05
C 4.963945 -0.060933 -1.383518 0.31 -0.56 -0.61 -0.05
H 5.441375 -1.000082 -1.089886 -0.08 0.19 -0.03 0.09
H 5.712787 0.728497 -1.252805 -0.28 0.03 0.16 0.13
H 4.744756 -0.107081 -2.455280 0.10 0.04 0.17 0.09
C 3.803132 -3.333879 -0.960670 0.72 0.16 -0.55 -0.05
H 3.792837 -3.217145 -2.050267 0.04 -0.09 0.19 0.09
H 3.814810 -4.411834 -0.760541 -0.23 0.17 0.10 0.13
H 4.746020 -2.932311 -0.579025 -0.16 -0.07 -0.02 0.09
C 2.641558 -2.795587 1.245758 0.28 0.04 0.05 -0.08
H 2.643849 -3.856503 1.532449 0.00 0.29 -0.09 0.12
H 1.777450 -2.324613 1.730262 0.00 -0.02 0.02 0.05
H 3.549603 -2.335041 1.651022 -0.25 -0.21 -0.04 0.08
C 1.056830 -2.042823 -3.139347 0.00 -0.16 0.09 -0.08
H 1.302628 -3.062937 -2.817603 -0.05 0.23 -0.19 0.09
H 0.961387 -2.041429 -4.232395 -0.04 -0.07 0.27 0.11
H 0.079353 -1.778325 -2.715100 0.01 -0.02 -0.14 0.05
C 1.882355 0.366590 -3.337669 0.05 0.10 0.06 -0.07
H 0.935785 0.789230 -2.974741 0.04 -0.05 -0.15 0.05
H 1.814657 0.265226 -4.429671 -0.01 0.14 0.29 0.12
H 2.685440 1.078511 -3.107966 -0.15 -0.18 -0.16 0.09
C -4.901608 0.357173 1.861133 -0.39 0.86 -0.22 -0.06
H -5.389498 0.603600 0.912856 0.02 -0.04 0.09 0.10
H -4.864060 1.259650 2.476751 -0.04 -0.07 -0.04 0.10
H -5.555928 -0.350930 2.379041 0.22 -0.14 -0.06 0.13
C -2.848500 -0.522045 3.049874 0.02 0.12 0.25 -0.09
H -2.774491 0.395271 3.645137 -0.02 -0.22 -0.06 0.08
C -1.953543 0.764946 -2.309916 0.16 0.21 0.65 -0.13
H -1.848626 -0.957670 2.950810 -0.13 -0.02 0.02 0.05
H -3.470762 -1.228938 3.612527 0.14 0.14 -0.12 0.12
C -3.722608 -0.785787 -1.411682 -0.11 -0.16 0.19 -0.07
H -1.257489 -0.083742 -2.321812 0.00 -0.15 -0.02 0.02
H -2.411961 0.786705 -3.300133 -0.05 -0.04 0.09 0.09
H -1.378176 1.689284 -2.210829 -0.09 0.07 0.06 0.07
C -3.031444 0.565345 -1.227503 0.15 -0.12 -0.03 -0.50
H -3.973281 -0.931346 -2.470198 0.04 0.08 0.24 0.12
H -4.649692 -0.860791 -0.832841 0.19 -0.06 -0.19 0.09
H -3.057582 -1.604902 -1.113666 -0.14 -0.04 -0.14 0.06
C -2.274313 3.563169 -0.136961 0.03 -0.22 -0.22 -0.07
H -1.191575 3.445078 -0.275726 -0.24 0.20 -0.07 0.04
H -2.462851 4.604294 0.157156 0.03 -0.27 -0.08 0.12
H -2.786238 3.383051 -1.088954 0.15 0.13 0.18 0.09
C -2.131523 3.044557 2.314086 0.12 -0.04 0.35 -0.08
H -1.043310 2.940178 2.275070 0.01 0.07 0.01 0.06
H -2.505990 2.481034 3.175125 -0.01 0.07 -0.20 0.07
H -2.347232 4.102355 2.506061 0.00 -0.21 -0.08 0.12
H -1.934052 -0.772516 -4.994061 0.24 -0.12 -0.11 0.04
H -1.251525 -1.007533 -5.197158 -0.25 0.09 0.06 0.04
C 0.378639 1.386766 5.060170 -0.14 0.28 0.59 0.02
C 0.439469 0.879375 3.725395 0.85 -1.37 -2.41 -0.18
N 0.608152 0.401783 2.667919 -0.74 0.97 0.96 0.08
H 1.091424 2.220223 5.153009 -0.16 -0.20 0.06 0.13
H 0.655932 0.575492 5.752953 -0.07 0.26 -0.13 0.14
H -0.635835 1.742590 5.290550 0.27 -0.09 0.01 0.12
```
Positions in Å, forces in eV/Å.

As for the charge: +4. As for the orbital gap: 7.03 eV. The calculation puts the energy above the lowest of the compared OMol25 structures with the same formula, charge and spin at 0.00 kcal per mole.

=====

Record 3
Molecular formula: C22H47NO4Si2Zn
Method: DFT, the ωB97M-V functional and the def2-TZVPD basis

```
77
Properties=species:S:1:pos:R:3:forces:R:3:lowdin_charge:R:1
O -1.206431 -2.760717 -0.986652 -0.13 -0.53 0.47 -0.20
O -2.274838 -0.725305 -2.333039 -1.10 -0.11 -1.34 -0.27
C 0.094919 -3.326586 -0.882778 0.16 0.08 -0.41 -0.25
C 0.556607 -3.754837 0.489802 0.02 0.08 0.17 -0.08
H 0.787984 -2.583441 -1.305340 0.07 -0.06 0.17 0.10
H 0.112612 -4.180258 -1.569979 0.03 -0.05 0.04 0.12
H 0.581663 -2.897413 1.175686 0.01 -0.39 -0.07 0.06
H 1.563405 -4.168957 0.413900 0.04 0.07 -0.08 0.08
H -0.080893 -4.552322 0.884173 0.04 0.15 0.09 0.09
C -1.984396 -2.542755 0.191422 0.60 0.29 0.08 -0.26
C -3.364979 -3.107951 -0.001725 -0.22 0.03 0.09 -0.06
H -2.012588 -1.450986 0.340164 -0.16 -0.21 0.14 0.11
H -1.517916 -2.975559 1.085858 -0.15 0.21 -0.33 0.09
H -3.858663 -2.615425 -0.842342 0.01 -0.25 0.16 0.04
H -3.951276 -2.934079 0.906537 -0.03 -0.01 -0.10 0.08
H -3.315287 -4.187792 -0.175124 -0.05 0.12 -0.05 0.09
C -3.381017 0.183470 -2.504641 0.58 -0.41 -0.09 -0.25
C -1.992503 -1.581449 -3.469914 -0.09 0.78 0.64 -0.24
C -4.477427 -0.107849 -1.506333 -0.28 0.03 0.05 -0.07
H -3.774533 0.097287 -3.531995 0.16 0.18 0.25 0.13
H -2.983395 1.197757 -2.358822 -0.18 -0.20 -0.09 0.10
H -5.000919 -1.037029 -1.758846 0.10 0.18 0.13 0.07
H -5.203492 0.709074 -1.539170 -0.05 -0.05 0.06 0.08
H -4.093700 -0.184138 -0.480820 0.00 0.01 -0.27 0.08
C -3.035079 -2.658405 -3.568778 -0.02 -0.46 -0.07 -0.06
H -0.995193 -2.001869 -3.273028 -0.39 0.15 -0.11 0.11
H -1.949119 -0.963116 -4.386435 0.00 -0.20 0.26 0.11
H -2.955327 -3.330939 -2.703901 -0.09 0.27 -0.31 0.07
H -2.850355 -3.237382 -4.474160 -0.16 -0.11 -0.08 0.08
H -4.046498 -2.231479 -3.622170 0.24 -0.16 -0.03 0.08
H -0.896751 -0.475759 -1.384671 1.53 1.51 0.85 0.06
Zn 1.169165 1.142272 1.136480 0.05 -0.85 0.41 0.70
C -0.123353 0.295658 -0.965730 -0.47 -0.67 -0.84 -0.19
Si 0.670875 1.160531 -2.456440 -0.11 -0.42 0.03 0.47
H -0.734816 0.971641 -0.346526 0.11 -0.13 0.16 0.04
H 0.580413 -0.330297 -0.392564 -0.19 0.28 -0.10 0.01
C 1.657189 -0.174946 -3.335914 0.11 0.13 -0.14 -0.17
C 1.813783 2.601813 -2.070603 0.10 -0.01 -0.09 -0.20
C -0.635857 1.873322 -3.608023 -0.11 -0.03 -0.03 -0.17
C 3.071126 1.276828 0.806832 0.61 0.24 -0.19 -0.35
Si 4.127868 1.428797 2.355546 -0.11 -0.04 -0.56 0.40
H 3.329284 2.130692 0.169674 -0.02 -0.12 0.21 -0.04
H 3.385144 0.372056 0.250662 -0.21 0.29 0.18 0.01
C 5.428073 2.754773 2.031024 0.02 0.04 0.11 -0.20
C 5.023054 -0.186355 2.682465 0.09 -0.10 0.16 -0.18
C 3.113608 1.917088 3.862971 0.07 0.06 0.22 -0.20
H -0.174027 2.557296 -4.331594 -0.05 -0.11 0.14 0.03
H -1.379020 2.441435 -3.036653 0.10 0.02 -0.13 0.03
H -1.170557 1.101118 -4.170340 0.06 0.10 0.11 0.02
H 2.588977 -0.384573 -2.794352 -0.15 0.01 -0.10 0.03
H 1.916418 0.163285 -4.348021 0.04 -0.15 0.14 0.03
H 1.095322 -1.112309 -3.417454 0.07 0.17 -0.01 0.01
H 2.750263 2.247463 -1.634127 -0.17 0.13 -0.09 0.00
H 1.351218 3.318476 -1.379705 0.13 -0.04 -0.10 0.03
H 2.061425 3.130911 -3.003582 -0.13 -0.09 0.22 0.04
H 5.204580 -0.722465 1.741532 0.00 0.09 0.22 0.03
H 4.446857 -0.841942 3.348463 0.13 0.06 -0.17 0.03
H 5.993984 0.020975 3.153503 -0.18 -0.16 -0.05 0.03
H 2.496437 1.084879 4.228561 0.11 0.12 -0.09 0.03
H 2.446264 2.761825 3.646300 0.13 -0.08 0.04 0.01
H 3.788040 2.221161 4.677383 -0.22 -0.06 -0.10 0.03
H 6.222580 2.713666 2.788112 -0.12 0.10 -0.14 0.03
H 4.984424 3.759266 2.047510 0.12 -0.15 -0.03 0.03
H 5.885070 2.598858 1.044202 -0.07 0.04 0.21 0.03
O -1.032093 -1.578381 3.151069 0.69 1.19 -0.26 0.04
C -0.385045 -0.620321 2.705730 0.33 -1.69 -0.50 -0.56
O 0.606281 -0.684150 1.864247 -1.10 0.63 1.09 -0.12
C -0.800074 0.774248 3.139230 0.04 0.83 -0.53 -0.15
C -1.717819 0.973226 4.165496 0.11 0.13 -0.18 0.02
C -2.104768 2.271197 4.492670 0.33 -0.21 -0.38 -0.03
C -1.557548 3.330648 3.760790 0.21 -0.03 -0.21 -0.05
C -0.650599 3.065795 2.727675 -0.24 -0.55 0.38 -0.09
N -0.278615 1.801387 2.416644 -0.74 0.45 0.86 0.03
H -2.103549 0.082979 4.652533 0.04 0.20 -0.01 0.13
H -2.824230 2.433467 5.293884 0.20 0.10 -0.20 0.12
H -1.820295 4.364764 3.981601 0.05 -0.29 -0.07 0.11
H -0.210045 3.878138 2.141935 -0.14 -0.36 0.18 0.12
```
Positions in Å, forces in eV/Å.

As for the charge: 0. As for the orbital gap: 8.53 eV. The calculation puts the energy above the lowest of the compared OMol25 structures with the same formula, charge and spin at 0.00 kcal per mole.

=====

Number 1: F_max 2.73 eV/A. Number 2: F_max 4.14 eV/A. Number 3: F_max 2.31 eV/A.